# 1
The following is a quantum chemistry calculation of 14 unconnected molecules or ions with the total composition C38H112N8O14, from OMol25.

```
! RIJCOSX wB97M-V def2-TZVPD def2/J DEFGRID3
* xyz 0 1
O -29.673 1.512 5.218
H -30.632 1.450 5.145
H -29.320 1.129 4.394
O -20.119 5.025 4.765
H -19.169 4.884 4.812
H -20.440 4.814 5.663
O -20.763 4.560 7.548
H -20.278 3.706 7.540
H -20.188 5.163 8.030
C -26.518 3.840 6.683
C -27.478 4.652 5.845
C -27.141 4.497 4.378
O -27.908 5.431 3.649
C -27.644 5.366 2.262
N -28.870 4.231 6.153
H -26.777 3.804 7.742
H -25.471 4.132 6.591
H -26.580 2.790 6.350
H -27.463 5.713 6.113
H -27.337 3.466 4.054
H -26.078 4.755 4.234
H -28.260 6.098 1.743
H -27.914 4.386 1.840
H -26.581 5.562 2.067
H -29.486 4.771 5.551
H -28.987 3.255 5.865
C -21.074 -2.433 5.150
C -21.513 -1.799 3.827
C -20.445 -0.847 3.291
O -20.479 0.318 4.097
C -19.721 1.360 3.560
N -21.817 -2.798 2.777
H -21.851 -3.085 5.547
H -20.910 -1.633 5.882
H -20.130 -2.960 5.003
H -22.375 -1.141 3.960
H -20.730 -0.616 2.259
H -19.438 -1.278 3.367
H -19.977 1.581 2.515
H -18.651 1.077 3.521
H -19.770 2.287 4.130
H -21.034 -3.450 2.782
H -22.626 -3.334 3.077
C -22.850 -0.843 10.607
C -21.401 -0.368 10.680
C -20.528 -1.072 9.665
O -20.562 -2.476 9.880
C -20.167 -3.197 8.746
N -21.258 1.067 10.470
H -23.457 -0.334 11.360
H -22.977 -1.918 10.737
H -23.273 -0.566 9.631
H -20.989 -0.599 11.671
H -19.487 -0.731 9.694
H -20.937 -0.852 8.659
H -20.110 -4.247 9.045
H -19.158 -2.927 8.410
H -20.899 -3.100 7.937
H -21.853 1.571 11.129
H -21.612 1.307 9.545
C -23.771 1.687 7.862
C -23.002 1.053 6.720
C -23.739 1.044 5.390
O -24.913 0.277 5.507
C -25.831 0.523 4.454
N -21.689 1.684 6.607
H -23.091 1.783 8.708
H -24.608 1.058 8.170
H -24.200 2.669 7.638
H -22.858 -0.001 7.005
H -23.068 0.655 4.616
H -23.968 2.091 5.130
H -25.572 -0.137 3.617
H -25.793 1.551 4.078
H -26.823 0.278 4.828
H -21.177 1.408 5.776
H -21.807 2.693 6.542
C -21.094 4.405 11.036
C -22.325 4.898 11.790
C -23.040 3.775 12.530
O -23.471 2.714 11.709
C -24.625 3.039 10.978
N -21.933 6.002 12.700
H -20.474 5.263 10.781
H -21.369 3.933 10.090
H -20.550 3.658 11.616
H -22.989 5.356 11.049
H -23.874 4.169 13.132
H -22.362 3.343 13.279
H -24.940 2.117 10.495
H -24.484 3.787 10.189
H -25.426 3.420 11.623
H -22.772 6.475 13.044
H -21.600 5.582 13.577
C -27.173 -4.807 4.543
C -26.829 -3.410 5.027
C -26.184 -3.460 6.402
O -24.952 -4.139 6.296
C -24.415 -4.462 7.558
N -25.961 -2.754 4.041
H -27.715 -5.360 5.317
H -26.274 -5.393 4.343
H -27.811 -4.776 3.663
H -27.788 -2.886 5.087
H -26.870 -3.967 7.101
H -25.968 -2.465 6.819
H -23.349 -4.652 7.432
H -24.883 -5.366 7.963
H -24.537 -3.628 8.259
H -25.594 -1.931 4.520
H -25.114 -3.309 3.930
C -26.830 2.197 -1.285
C -25.963 2.820 -0.204
C -25.116 1.798 0.505
O -24.130 2.490 1.264
C -23.108 1.631 1.687
N -25.110 3.845 -0.840
H -27.464 1.400 -0.881
H -26.225 1.799 -2.099
H -27.527 2.922 -1.715
H -26.600 3.294 0.560
H -24.610 1.138 -0.218
H -25.727 1.165 1.166
H -22.448 2.225 2.322
H -22.496 1.254 0.862
H -23.570 0.848 2.300
H -24.498 4.276 -0.158
H -25.740 4.557 -1.194
C -18.295 2.218 9.395
C -17.598 2.749 8.146
C -16.308 1.988 7.876
O -15.407 2.182 8.916
C -14.297 1.310 8.847
N -18.542 2.709 7.020
H -19.181 2.839 9.570
H -17.642 2.229 10.261
H -18.737 1.226 9.257
H -17.344 3.786 8.384
H -15.870 2.373 6.928
H -16.534 0.933 7.642
H -13.722 1.411 9.765
H -13.625 1.596 8.024
H -14.620 0.273 8.716
H -17.997 2.992 6.199
H -18.792 1.747 6.780
C -24.715 -2.018 0.737
C -25.129 -2.759 -0.512
O -26.423 -3.310 -0.277
H -25.461 -1.293 1.061
H -23.716 -1.577 0.705
H -24.614 -2.726 1.567
H -24.397 -3.544 -0.721
H -25.168 -2.051 -1.347
H -26.562 -4.017 -0.915
C -29.561 1.613 1.598
C -29.758 0.204 2.137
O -28.763 -0.128 3.139
H -30.519 1.970 1.209
H -28.884 1.618 0.743
H -29.221 2.320 2.353
H -29.754 -0.529 1.327
H -30.772 0.130 2.562
H -28.611 -1.070 2.997
C -27.341 0.372 9.247
C -27.921 0.051 7.879
O -29.301 0.386 7.870
H -26.282 0.104 9.306
H -27.845 -0.238 10.001
H -27.459 1.428 9.480
H -27.720 -0.999 7.638
H -27.395 0.672 7.141
H -29.479 0.901 7.070
*
```

Results
- Highest occupied orbital energy: -8.83 eV
- Lowest unoccupied orbital energy: 0.016 Ha
- Energy relative to the best compared isomer or geometry (same formula, charge and spin): 0.0000 eV
- Frontier orbital gap: 9.26 eV

=====

# 2
The following is a quantum chemistry calculation of 12 unconnected molecules or ions with the total composition C28H60N4O32, from OMol25.

```
! RIJCOSX wB97M-V def2-TZVPD def2/J DEFGRID3
* xyz 0 1
C 2.076 -1.883 3.240
N 0.898 -1.541 4.110
O -0.198 -1.851 3.686
O 1.086 -0.884 5.109
H 1.969 -2.839 2.741
H 2.975 -1.953 3.844
H 2.022 -1.014 2.586
C -0.925 -0.290 0.533
N 0.381 -0.960 0.241
O 0.439 -2.176 0.351
O 1.351 -0.308 -0.130
H -0.945 -0.233 1.618
H -1.673 -0.973 0.139
H -0.916 0.607 -0.078
C -5.098 -1.761 -1.852
N -3.623 -1.563 -1.722
O -3.098 -0.550 -2.129
O -2.979 -2.452 -1.203
H -5.460 -1.823 -0.828
H -5.275 -2.710 -2.348
H -5.451 -0.891 -2.392
C 2.827 -0.615 -3.382
N 1.562 0.137 -3.570
O 0.526 -0.453 -3.808
O 1.602 1.345 -3.510
H 3.000 -0.586 -2.310
H 3.626 -0.223 -3.998
H 2.643 -1.655 -3.647
C -1.552 1.997 -2.948
O -2.096 3.147 -2.314
C -3.320 3.526 -2.674
O -3.993 2.945 -3.490
O -3.658 4.590 -2.001
C -4.871 5.266 -2.315
H -0.914 2.337 -3.762
H -2.300 1.260 -3.215
H -0.865 1.472 -2.280
H -5.628 4.516 -2.527
H -4.798 6.038 -3.079
H -5.158 5.794 -1.407
C 2.456 7.506 2.056
O 2.102 6.384 1.276
C 0.842 6.050 1.043
O -0.125 6.712 1.293
O 0.836 4.860 0.476
C -0.410 4.191 0.406
H 2.580 8.432 1.494
H 3.425 7.276 2.495
H 1.698 7.662 2.825
H -0.275 3.174 0.049
H -1.111 4.751 -0.212
H -0.807 4.098 1.421
C 8.520 0.204 -1.452
O 7.639 0.046 -0.347
C 6.357 -0.258 -0.569
O 5.832 -0.305 -1.639
O 5.787 -0.509 0.620
C 4.356 -0.514 0.545
H 8.873 -0.745 -1.854
H 9.344 0.774 -1.034
H 8.017 0.769 -2.238
H 4.067 0.533 0.685
H 3.947 -1.027 1.411
H 3.926 -0.900 -0.370
C 1.805 -6.041 -5.736
O 0.855 -5.103 -5.278
C 0.959 -4.653 -4.032
O 1.918 -4.797 -3.310
O -0.150 -4.029 -3.713
C -0.140 -3.176 -2.596
H 1.791 -6.966 -5.162
H 2.798 -5.592 -5.771
H 1.604 -6.334 -6.766
H -1.044 -2.583 -2.589
H 0.770 -2.583 -2.506
H -0.079 -3.644 -1.605
C 2.552 3.196 2.980
O 1.221 2.756 2.825
C 0.544 2.282 3.860
O 0.888 2.309 5.005
O -0.631 1.855 3.377
C -1.532 1.224 4.295
H 2.564 4.231 3.323
H 3.056 3.087 2.023
H 3.153 2.631 3.697
H -2.219 0.601 3.723
H -2.080 2.011 4.810
H -0.964 0.562 4.947
C -7.619 1.541 -2.179
O -6.396 1.236 -1.542
C -5.912 2.047 -0.606
O -6.310 3.151 -0.356
O -4.936 1.402 0.008
C -3.999 2.125 0.778
H -7.476 2.059 -3.131
H -8.310 2.125 -1.575
H -8.037 0.577 -2.470
H -4.242 2.092 1.840
H -3.942 3.164 0.449
H -2.981 1.752 0.696
C 3.333 -3.960 -0.077
O 4.697 -4.052 0.326
C 4.929 -4.122 1.650
O 4.090 -4.124 2.506
O 6.236 -4.098 1.800
C 6.680 -3.908 3.153
H 3.227 -3.484 -1.047
H 2.628 -3.464 0.593
H 2.988 -4.998 -0.115
H 6.135 -3.111 3.655
H 7.761 -3.940 3.134
H 6.342 -4.779 3.729
C -5.766 -0.872 2.601
O -4.390 -1.178 2.515
C -4.086 -2.409 2.072
O -4.863 -3.236 1.679
O -2.781 -2.545 2.182
C -2.171 -3.748 1.676
H -6.418 -1.689 2.917
H -6.135 -0.575 1.617
H -5.945 -0.078 3.322
H -2.192 -3.869 0.596
H -2.700 -4.577 2.142
H -1.142 -3.651 2.002
*
```

Results
- Highest occupied orbital energy: -10.60 eV
- Lowest unoccupied orbital energy: -0.005 Ha
- Energy relative to the best compared isomer or geometry (same formula, charge and spin): 0.0000 eV
- Frontier orbital gap: 10.47 eV
- SMILES string: C[N+](=O)[O-].C[N+](=O)[O-].C[N+](=O)[O-].C[N+](=O)[O-].COC(=O)OC.COC(=O)OC.COC(=O)OC.COC(=O)OC.COC(=O)OC.COC(=O)OC.COC(=O)OC.COC(=O)OC

=====

# 3
The following is a quantum chemistry calculation of 2 unconnected molecules or ions with the total composition C6H18BrNSi2, from OMol25.

```
! RIJCOSX wB97M-V def2-TZVPD def2/J DEFGRID3
* xyz 0 1
C 2.671 -1.038 0.396
C 0.756 -3.019 -1.174
C 1.475 -0.109 -2.348
C -0.851 1.315 2.428
C -0.669 2.650 -0.229
C -3.077 0.842 0.255
N -0.284 -0.338 -0.094
Si 1.094 -1.122 -0.735
Si -1.238 0.963 0.541
Br -0.984 -2.707 2.513
H 3.581 -1.270 -0.061
H 2.800 -0.001 0.771
H 2.632 -1.580 1.295
H -0.147 -3.015 -1.895
H 1.538 -3.568 -1.596
H 0.426 -3.357 -0.225
H 2.375 0.384 -1.955
H 1.757 -0.794 -3.201
H 0.558 0.464 -2.606
H -1.569 1.791 3.107
H -0.654 0.243 2.771
H 0.032 1.813 2.498
H -0.506 2.808 -1.218
H -1.586 3.189 -0.037
H 0.276 2.941 0.329
H -3.397 1.121 -0.800
H -3.433 -0.191 0.300
H -3.574 1.581 0.971
*
```

Results
- Highest occupied orbital energy (alpha / beta): -8.97 / -8.96 eV
- Lowest unoccupied orbital energy (alpha / beta): -0.161 / -0.161 Ha
- Energy relative to the best compared isomer or geometry (same formula, charge and spin): 1.5441 eV
- Frontier orbital gap (alpha / beta): 4.58 / 4.57 eV

=====

# 4
The following is a quantum chemistry calculation of a molecular structure, C10H37F3InNO8P, from OMol25.

```
! RIJCOSX wB97M-V def2-TZVPD def2/J DEFGRID3
* xyz -1 1
C 0.624 2.214 0.073
O 1.400 3.294 -0.412
C 0.860 3.907 -1.581
In -1.353 4.187 -1.660
P -2.694 2.056 -1.267
N -2.307 0.797 -2.208
C -1.906 5.592 0.056
F -0.945 6.460 0.389
F -2.980 6.369 -0.171
F -2.186 4.956 1.215
H 0.231 1.638 -0.763
H 1.270 1.603 0.681
H -0.219 2.591 0.659
H 1.210 3.407 -2.484
H 1.288 4.902 -1.619
H -1.838 4.864 -3.235
H -2.558 1.698 0.100
H -4.077 2.391 -1.410
H -2.026 0.066 -1.556
C -4.850 -1.877 -1.900
O -4.456 -1.910 -0.528
H -4.054 -2.310 -2.498
H -5.768 -2.459 -2.035
H -5.013 -0.846 -2.218
H -5.172 -1.516 -0.018
C -6.202 -4.396 0.855
O -7.531 -4.389 0.332
H -5.522 -4.132 0.051
H -6.101 -3.661 1.656
H -5.942 -5.389 1.233
H -8.130 -4.620 1.050
C 3.421 -0.255 2.274
O 2.887 0.127 1.012
H 2.655 -0.089 3.027
H 3.701 -1.309 2.272
H 4.298 0.353 2.515
H 3.565 -0.025 0.342
C 1.935 2.652 3.257
O 2.339 2.678 4.633
H 2.726 2.186 2.685
H 1.018 2.071 3.141
H 1.781 3.665 2.882
H 1.630 3.098 5.132
C 6.400 -2.889 3.672
O 5.893 -2.534 2.391
H 5.612 -2.709 4.399
H 6.677 -3.947 3.704
H 7.268 -2.279 3.932
H 6.589 -2.690 1.744
C -0.522 -3.027 -2.740
O -0.227 -1.718 -3.197
H 0.323 -3.668 -2.990
H -0.667 -3.041 -1.655
H -1.420 -3.422 -3.227
H -0.979 -1.153 -2.967
C 3.296 -1.004 -3.104
O 3.583 -1.506 -1.797
H 3.400 0.077 -3.075
H 4.005 -1.414 -3.830
H 2.275 -1.253 -3.399
H 3.487 -2.464 -1.821
*
```

Results
- Highest occupied orbital energy: -4.28 eV
- Lowest unoccupied orbital energy: 0.079 Ha
- Frontier orbital gap: 6.41 eV

=====

DFT total energy, respectively: -3006.26870; -3729.24034; -3447.06068; -1890.77759 a.u..
F_max, respectively: 1.594; 2.136; 4.278; 1.554 eV Å⁻¹.